Record 1
{
  "formula": "C5H9N",
  "method": "the ωB97M-V functional and the def2-TZVPD basis",
  "species": ["C", "C", "C", "C", "C", "H", "H", "H", "H", "H", "H", "H", "H", "H", "N"],
  "positions_angstrom": [[0.66021, -1.13489, 0.29313], [1.38239, 0.14889, -0.10954], [0.48079, 1.35051, -0.05911], [-0.84110, 1.20234, 0.03831], [-1.50320, -0.14492, 0.10417], [1.27296, -2.01074, 0.00483], [0.56191, -1.17534, 1.39241], [2.27536, 0.26703, 0.49931], [1.71493, 0.04292, -1.15531], [0.94774, 2.32203, -0.09648], [-1.48075, 2.08612, 0.07388], [-2.38620, -0.11998, -0.52753], [-1.82451, -0.27821, 1.13197], [-0.58428, -1.27760, -1.29734], [-0.67627, -1.27816, -0.29269]],
  "homo_ev": -8.85,
  "total_energy_ev": -6820.3330,
  "homo_lumo_gap_ev": 9.974,
  "e_above_lowest_kcal_mol": 15.3,
  "smiles": "C1=CCNCC1"
}

Record 2
{
  "formula": "C11H15B2Br3O4",
  "method": "the ωB97M-V functional and the def2-TZVPD basis",
  "species": ["C", "C", "B", "O", "C", "C", "B", "O", "C", "C", "C", "O", "C", "C", "C", "O", "H", "H", "H", "H", "H", "H", "H", "H", "H", "H", "H", "H", "H", "H", "C", "Br", "Br", "Br", "H"],
  "positions_angstrom": [[-3.50322, 1.64808, -1.39010], [-2.56445, 0.77103, -0.43146], [-0.99090, 0.77525, -0.88927], [-0.26479, 1.97010, -1.22404], [-0.28894, -0.71300, -0.94696], [0.07659, -1.39501, 0.23603], [-0.09104, -0.82339, 1.74579], [-1.33243, -0.32326, 2.26733], [1.19537, -0.85493, 2.72600], [1.13062, -1.96542, 3.87478], [0.69605, -2.83527, 0.07726], [0.65357, -3.67133, 0.99627], [1.36039, -3.26297, -1.28715], [0.98487, -2.56051, -2.44599], [-0.07363, -1.37962, -2.38022], [-0.70289, -1.04791, -3.39212], [-3.26326, 1.57001, -2.49266], [-4.56906, 1.24074, -1.26949], [-3.51418, 2.70495, -0.98343], [-2.95371, -0.30748, -0.46433], [-2.68453, 1.13648, 0.63494], [-0.02174, 2.47377, -0.41962], [-1.85133, -1.03864, 2.68226], [1.27908, 0.16867, 3.20952], [2.11829, -1.03970, 2.09261], [0.81821, -2.99422, 3.50277], [0.49102, -1.65431, 4.77243], [2.19029, -2.09004, 4.29251], [2.08616, -4.12814, -1.27588], [1.48507, -2.89901, -3.41243], [2.43020, 4.38379, -1.70189], [1.79871, 4.61579, 0.11733], [1.16556, 5.07757, -2.99521], [4.19982, 5.13455, -1.94880], [2.51021, 3.31338, -1.87677]],
  "homo_ev": -9.56,
  "total_energy_ev": -231319.3251,
  "homo_lumo_gap_ev": 8.226
}

Record 3
{
  "formula": "C38H45HgN6O2Te",
  "method": "the ωB97M-V functional and the def2-TZVPD basis",
  "species": ["Hg", "N", "C", "C", "N", "C", "C", "N", "H", "H", "H", "H", "H", "H", "H", "H", "H", "H", "H", "H", "H", "C", "C", "C", "C", "C", "O", "C", "C", "C", "C", "C", "C", "C", "O", "C", "C", "C", "N", "C", "C", "Te", "C", "C", "C", "C", "C", "C", "C", "C", "C", "C", "C", "C", "H", "H", "H", "H", "H", "H", "H", "H", "H", "H", "H", "H", "H", "H", "H", "H", "H", "H", "H", "H", "H", "H", "H", "H", "C", "C", "C", "C", "N", "N", "C", "H", "H", "H", "H", "H", "H", "H", "H"],
  "positions_angstrom": [[-1.11863, 0.64085, 1.14040], [-0.41233, 3.55615, 0.95500], [-1.36293, 4.39225, 1.66360], [-1.33873, 4.08335, 3.16370], [-1.45193, 2.66055, 3.38860], [-1.98323, 2.24665, 4.66480], [-2.54503, 0.81585, 4.61720], [-1.59573, -0.10085, 4.00920], [-0.33203, 3.82865, -0.01560], [0.50687, 3.58065, 1.37930], [-1.18493, 5.47605, 1.53270], [-2.35703, 4.15745, 1.27280], [-0.41093, 4.49905, 3.59090], [-2.18493, 4.59485, 3.63360], [-0.54713, 2.21715, 3.22960], [-1.21993, 2.28785, 5.46270], [-2.80633, 2.91625, 4.93780], [-2.82023, 0.52795, 5.64940], [-3.45393, 0.79555, 4.00830], [-0.70393, -0.06745, 4.48890], [-1.94413, -1.05235, 4.02330], [1.93827, -1.66665, -4.78390], [1.55197, -1.54985, -3.33810], [2.25827, -0.72425, -2.47300], [1.90117, -0.58615, -1.14040], [2.48297, 0.48795, -0.33730], [1.82437, 1.18895, 0.42080], [3.93677, 0.76805, -0.49910], [4.86637, -0.23045, -0.77220], [6.21477, 0.07555, -0.80890], [6.63547, 1.38125, -0.60790], [5.71327, 2.38325, -0.34970], [4.37077, 2.07355, -0.29050], [0.80027, -1.33455, -0.58060], [0.59167, -1.36935, 0.65690], [-0.00703, -2.05665, -1.53620], [0.41527, -2.18585, -2.85360], [-1.34023, -2.49395, -1.17000], [-1.95313, -1.98685, -0.16980], [-3.30253, -2.36425, 0.14490], [-4.34663, -1.54305, -0.60130], [-4.14173, 0.61075, -0.43210], [-3.23153, 0.72595, -2.36200], [-1.86643, 0.83685, -2.55270], [-1.34443, 0.79145, -3.83440], [-2.18013, 0.64415, -4.92720], [-3.54833, 0.54075, -4.74050], [-4.07113, 0.59435, -3.46060], [-2.03913, -3.43835, -2.08660], [-2.70173, -2.89345, -3.18220], [-3.46503, -3.69725, -4.00740], [-3.57593, -5.05285, -3.74260], [-2.91243, -5.60095, -2.65870], [-2.14793, -4.79825, -1.82790], [2.68637, -0.92315, -5.04720], [1.06627, -1.52405, -5.41920], [2.34997, -2.65115, -5.00470], [3.07117, -0.11845, -2.85550], [4.52877, -1.24535, -0.92740], [6.94027, -0.70665, -0.99090], [7.68837, 1.61275, -0.64160], [6.04407, 3.39905, -0.18850], [3.62637, 2.82385, -0.07090], [-0.19853, -2.74935, -3.54590], [-3.42893, -2.21085, 1.22250], [-3.50423, -3.42535, -0.08440], [-5.33463, -1.79675, -0.22880], [-4.30363, -1.75805, -1.66720], [-1.20073, 0.93865, -1.70400], [-0.27733, 0.86055, -3.97560], [-1.77423, 0.61205, -5.92620], [-4.20303, 0.41035, -5.58940], [-5.14263, 0.52765, -3.30460], [-2.60013, -1.83625, -3.38630], [-3.97593, -3.26215, -4.85500], [-4.17143, -5.68115, -4.38830], [-2.99713, -6.65885, -2.45970], [-1.63043, -5.22155, -0.97770], [3.65587, -1.57015, 3.55310], [2.95137, -0.26125, 3.57940], [3.34027, 0.96715, 4.07490], [2.25147, 1.82425, 3.84340], [1.26827, 1.16015, 3.25550], [1.69947, -0.09495, 3.10890], [2.15767, 3.26995, 4.19290], [4.60427, -1.48915, 4.07760], [3.84377, -1.88135, 2.52640], [3.05137, -2.33585, 4.03810], [4.27377, 1.22265, 4.53450], [1.17617, -0.72585, 2.51080], [3.02837, 3.57105, 4.76970], [1.25917, 3.47055, 4.77410], [2.12087, 3.87095, 3.28560]],
  "homo_ev": [-6.24, -6.67],
  "total_energy_ev": -64638.5808,
  "homo_lumo_gap_ev": [6.612, 5.882],
  "spin_multiplicity": 2,
  "e_above_lowest_kcal_mol": 0.0
}

Record 4
{
  "formula": "C7H13NO3S",
  "method": "the ωB97M-V functional and the def2-TZVPD basis",
  "species": ["C", "C", "C", "C", "C", "C", "C", "N", "O", "O", "O", "S", "H", "H", "H", "H", "H", "H", "H", "H", "H", "H", "H", "H", "H"],
  "positions_angstrom": [[0.15607, 1.83151, -0.54884], [0.55877, 0.53490, -1.30013], [0.12652, 0.99956, 1.86186], [-1.69278, 0.41929, 0.26478], [1.24429, 0.01553, 1.48404], [-0.72290, 1.48445, 0.66833], [0.13515, -0.66428, -0.52545], [0.84597, -1.06271, 0.58944], [-1.04023, -2.98270, -0.42010], [-1.45535, -1.58035, -2.41388], [0.72917, -2.69159, -2.08847], [-0.57685, -2.01931, -1.38110], [1.03648, 2.38322, -0.21830], [-0.40624, 2.48135, -1.21879], [0.04822, 0.46948, -2.26066], [1.63764, 0.51966, -1.47817], [-0.54052, 0.53852, 2.59206], [0.60035, 1.85977, 2.33906], [-2.11768, -0.21338, 1.02344], [-2.28493, 0.57565, -0.61778], [2.04995, 0.56017, 0.98257], [1.65593, -0.43594, 2.38813], [-1.24929, 2.40302, 0.97526], [0.86604, -3.57113, -1.73394], [0.39621, -1.85468, 1.03664]],
  "homo_ev": -7.79,
  "total_energy_ev": -25935.7127,
  "homo_lumo_gap_ev": 8.433,
  "e_above_lowest_kcal_mol": 61.8
}